# C6H13N2S

A cluster of 2 separate species, C6H13N2S in total (wB97M-V/def2-TZVPD, the OMol25 dataset).

Results
- HOMO (spin up / spin down): -13.66 / -13.75 eV
- Total charge: +1
- Orbital gap (spin up / spin down): 8.9 / 8.2 eV
- E: -743.68810 hartree

Element x y z (Å)
S 0.167 -1.268 -1.528
N -1.657 0.641 0.737
N 1.275 0.883 -0.247
C 2.915 2.274 0.962
C 1.486 1.695 0.932
C -2.525 0.888 -0.056
C -1.156 -2.295 -0.755
C -0.568 -3.496 -0.014
C 0.369 0.000 -0.434
H 0.133 -3.199 0.715
H -1.607 -2.672 -1.656
H 0.669 2.436 0.761
H -1.225 -4.165 0.569
H -0.003 -4.190 -0.632
H 2.211 0.791 -0.788
H -1.650 -1.551 -0.148
H 2.973 2.853 1.852
H 3.052 3.039 0.163
H -2.377 0.616 -1.070
H -3.485 1.483 0.117
H 1.452 1.254 1.887
H 3.687 1.549 0.980



# C6H13N3

An isolated molecule of C6H13N3 (wB97M-V/def2-TZVPD, the OMol25 dataset).

Results
- HOMO: -8.82 eV
- Orbital gap: 9.8 eV
- E: -400.60941 hartree
- SMILES: [H]/N=C/C(C)(C)[C@H](N)N=C

Element x y z (Å)
N -1.859 0.127 -2.169
N -0.947 1.288 1.367
N 0.683 -0.428 1.815
C 0.512 -1.223 -1.139
C -0.565 0.068 0.756
C 0.662 -1.597 2.309
C 1.348 1.103 -0.615
C -1.067 0.824 -1.450
C 0.170 0.138 -0.544
H -0.271 1.455 2.115
H 1.393 -1.897 3.083
H 2.217 0.687 -0.100
H 1.607 1.298 -1.662
H -1.873 1.221 1.774
H 1.357 -1.676 -0.611
H -2.445 0.725 -2.765
H -1.099 1.927 -1.435
H 1.122 2.067 -0.151
H -0.333 -1.914 -1.067
H 0.781 -1.131 -2.196
H -1.386 -0.653 0.727
H -0.008 -2.409 1.959



# C6H13N3

A cluster of 2 separate species, C6H13N3 in total (wB97M-V/def2-TZVPD, the OMol25 dataset).

Results
- HOMO: -8.83 eV
- Orbital gap: 9.7 eV
- E: -400.50133 hartree
- SMILES: [H]/N=N/N1CC1.C/C=C/C

Element x y z (Å)
N -1.782 -1.034 0.002
N -2.785 -0.680 0.740
N -1.995 -1.761 -1.003
C 2.539 1.663 -1.166
C 1.665 0.674 -0.395
C -3.005 0.638 1.312
C 1.191 -1.433 0.893
C -3.968 -0.013 0.319
C 2.147 -0.401 0.238
H 3.183 -0.628 0.402
H 2.624 2.461 -0.374
H -4.900 -0.252 0.866
H -3.995 0.242 -0.789
H 3.507 1.196 -1.343
H 0.629 0.764 -0.498
H 0.680 -1.012 1.775
H -1.144 -1.997 -1.486
H 1.726 -2.441 1.233
H 1.964 2.021 -2.080
H -3.194 0.723 2.413
H -2.229 1.395 0.982
H 0.341 -1.599 0.213



# C6H13N3

An isolated molecule of C6H13N3 (wB97M-V/def2-TZVPD, the OMol25 dataset).

Results
- HOMO: -7.18 eV
- Orbital gap: 8.0 eV
- E: -400.61552 hartree
- SMILES: C=C/C(C)=C(\N)N(C)N

Element x y z (Å)
N 1.683 -0.733 -0.741
N -0.929 -1.621 1.340
N -0.409 -1.507 0.023
C -0.034 -2.806 -0.490
C 0.844 2.002 -0.147
C 0.495 3.288 -0.074
C -1.513 1.115 0.065
C -0.040 0.863 -0.116
C 0.425 -0.412 -0.243
H 1.907 1.786 -0.188
H 2.279 0.056 -0.931
H -1.814 1.959 -0.551
H 1.240 4.065 -0.071
H -0.263 -1.282 2.034
H 0.284 -2.695 -1.524
H -0.527 3.617 -0.021
H 2.159 -1.495 -0.282
H -2.087 0.249 -0.256
H -1.763 1.354 1.101
H -1.778 -1.072 1.427
H 0.761 -3.291 0.090
H -0.918 -3.440 -0.446



# C6H13N3

An isolated molecule of C6H13N3 (wB97M-V/def2-TZVPD, the OMol25 dataset).

Results
- HOMO: -7.70 eV
- Orbital gap: 8.7 eV
- E: -400.52812 hartree
- SMILES: C[C@@]12C[C@@]1(N)[C@@H](N)CN2

Element x y z (Å)
N 1.778 -0.550 -0.928
N -0.700 0.126 1.520
N -1.837 -1.235 -0.330
C 0.533 -0.847 1.259
C -1.339 0.924 -1.068
C -0.728 -0.390 -0.712
C 0.606 -1.105 -0.337
C -0.596 0.855 0.236
C 0.569 1.808 0.131
H 0.328 -1.733 1.871
H -1.897 -1.288 0.694
H 1.453 -0.351 1.587
H 1.023 1.855 -0.914
H -2.431 0.880 -0.975
H 1.384 1.562 0.818
H 0.405 -2.149 -0.528
H 1.815 -0.658 -1.938
H -0.521 0.826 2.236
H -1.763 -2.215 -0.633
H 2.645 -0.875 -0.522
H -0.945 1.684 -1.795
H 0.220 2.875 0.328



# C6H13N3O3

An isolated molecule of C6H13N3O3 (wB97M-V/def2-TZVPD, the OMol25 dataset).

Results
- HOMO: -9.20 eV
- Orbital gap: 9.9 eV
- E: -626.34741 hartree
- SMILES: NC(=O)CC[C@@H](N)CC(=O)NO

Element x y z (Å)
O 0.903 2.104 1.496
O -1.283 0.485 -2.095
O 1.601 0.714 -1.683
N 0.747 -2.312 1.913
N -3.104 -0.289 -1.032
N 1.169 1.578 -0.772
C 1.236 1.375 0.580
C -1.741 -0.248 -1.273
C 1.662 -0.051 0.896
C -0.880 -1.268 -0.527
C -0.754 -0.740 0.932
C 0.562 -0.883 1.622
H 0.779 0.429 -2.223
H 1.937 -0.569 -0.108
H 0.386 -0.506 2.606
H 2.600 0.058 1.616
H 1.478 -2.679 1.339
H 1.151 -2.520 2.811
H -3.427 -0.965 -0.348
H 0.595 2.365 -1.319
H -1.562 -1.301 1.500
H -1.479 -2.216 -0.607
H 0.087 -1.469 -0.967
H -0.969 0.350 0.907
H -3.531 0.654 -1.086



# C6H13N3Si

An isolated molecule of C6H13N3Si (wB97M-V/def2-TZVPD, the OMol25 dataset).

Results
- HOMO: -7.81 eV
- Orbital gap: 7.8 eV
- E: -689.97907 hartree

Element x y z (Å)
Si 0.556 0.102 0.057
N -3.029 0.597 0.333
N -2.285 -0.677 0.040
N -2.420 1.608 0.063
C 1.008 1.396 1.403
C 1.062 0.813 -1.650
C -3.296 -1.705 -0.082
C -1.401 2.205 -0.119
C 1.648 -1.414 0.526
C -1.063 -0.827 -0.093
H -2.837 -2.688 -0.012
H 2.453 -1.585 -0.181
H -1.066 3.052 -0.653
H 1.893 0.253 -2.065
H 0.248 0.771 -2.368
H 0.313 1.359 2.237
H 2.096 -1.283 1.505
H -4.029 -1.569 0.710
H 1.058 -2.325 0.567
H 1.006 2.416 1.030
H 1.373 1.848 -1.560
H -3.799 -1.600 -1.044
H 2.000 1.199 1.801



# C6H13N4

The ion C6H13N4 with charge +1 (wB97M-V/def2-TZVPD, the OMol25 dataset).

Results
- HOMO: -12.18 eV
- Total charge: +1
- Orbital gap: 8.8 eV
- E: -455.05203 hartree
- SMILES: C=CNC(C)(C)[NH+]=C=NN

Element x y z (Å)
N 0.398 -1.176 1.300
N -0.760 0.558 0.003
N -0.173 4.090 -1.022
N -0.408 2.793 -0.936
C 0.287 -1.394 -1.163
C 1.681 0.410 -0.058
C 0.401 -0.520 0.051
C -0.628 1.725 -0.498
C -1.668 -2.417 0.977
C -0.565 -2.100 1.591
H 1.539 1.438 0.273
H -2.133 -3.261 1.434
H 2.507 0.090 0.590
H -0.092 4.445 -1.971
H -0.314 -2.553 2.543
H 2.249 0.406 -0.986
H 1.365 -1.894 -1.186
H -1.980 -1.760 0.227
H -0.351 -2.132 -0.995
H 0.887 -0.830 2.128
H -0.785 4.764 -0.606
H 0.081 -0.815 -2.160
H -1.539 0.134 0.465



# C6H13N4

The ion C6H13N4 with charge +1 (wB97M-V/def2-TZVPD, the OMol25 dataset).

Results
- HOMO: -13.76 eV
- Total charge: +1
- Orbital gap: 8.6 eV
- E: -455.05521 hartree
- SMILES: CC1=[N+]2CNCN1CNC2

Element x y z (Å)
N 0.474 0.166 -1.065
N -1.008 -1.418 0.040
N -1.685 1.373 -0.435
N 0.153 0.415 1.164
C -0.598 1.110 -1.457
C 2.532 -0.191 0.328
C -0.183 -1.284 -1.035
C -0.962 1.324 0.855
C -0.383 -1.022 1.300
C 1.093 0.176 0.202
H -0.754 0.729 -2.495
H -1.915 -1.030 -0.032
H -0.153 2.054 -1.501
H -0.340 2.289 0.894
H 0.511 -1.549 1.425
H 2.665 -1.072 1.027
H -0.781 -1.191 -1.946
H 3.022 0.582 1.020
H 2.877 -0.329 -0.712
H 0.457 -2.093 -1.074
H -1.018 -1.053 2.313
H -1.515 1.319 1.720
H -2.492 0.695 -0.537



# C6H13N5

An isolated molecule of C6H13N5 (wB97M-V/def2-TZVPD, the OMol25 dataset).

Results
- HOMO: -8.83 eV
- Orbital gap: 8.8 eV
- E: -510.05211 hartree

Element x y z (Å)
N -0.212 -0.972 0.719
N -0.315 1.389 -2.042
N -1.237 1.882 -0.096
N -1.885 2.505 -1.083
N -1.284 2.237 -2.215
C -1.057 -1.686 -0.240
C 1.534 -0.618 -1.017
C -0.302 1.134 -0.760
C -1.020 -0.245 1.697
C 0.680 0.076 -0.025
C 1.509 0.921 0.883
H -1.648 -0.920 -0.731
H 0.867 1.520 1.414
H 0.437 -1.627 1.133
H -1.667 -2.524 0.131
H -1.440 0.752 1.357
H 0.968 -0.424 -2.006
H -1.973 -0.924 1.982
H 2.153 0.284 1.413
H -0.339 -2.116 -1.136
H 2.246 1.344 0.188
H 2.514 -0.160 -1.302
H 1.831 -1.719 -0.863
H -0.362 -0.113 2.598



# C6H13NO

A cluster of 2 separate species, C6H13NO in total (wB97M-V/def2-TZVPD, the OMol25 dataset).

Results
- HOMO (spin up / spin down): 1.23 / -5.25 eV
- Total charge: -1
- Orbital gap (spin up / spin down): 2.2 / 8.6 eV
- E: -366.29742 hartree
- Multiplicity: 2

Element x y z (Å)
O -6.019 0.749 -0.204
N 1.188 1.643 -0.275
C 1.158 -0.629 0.775
C 0.822 0.841 0.897
C 0.666 -3.023 1.216
C 1.706 1.720 -2.621
C 0.348 -1.553 1.269
C 1.146 1.133 -1.555
H 2.199 2.687 -2.635
H 1.635 -3.180 0.754
H 0.323 0.447 -1.715
H -0.635 -1.348 1.665
H -6.249 1.127 0.656
H -0.218 1.017 1.153
H 2.055 -0.876 0.219
H 0.639 -3.435 2.227
H 1.389 1.421 -3.605
H -0.140 -3.604 0.760
H -5.410 1.389 -0.597
H 1.482 1.167 1.698
H 1.914 2.311 -0.084



Among the records above, which one has the highest E? C6H13NO